# 1
Formula: C26H35NO5
Source: the Open Molecules 2025 dataset
Level of theory: ωB97M-V/def2-TZVPD

Geometry as XYZ:
```
67
Properties=species:S:1:pos:R:3:forces:R:3:lowdin_charge:R:1
C 5.74399 0.26159 0.89033 4.082 0.979 -2.571 -0.063
C 4.52577 1.10676 0.61473 6.464 1.805 2.551 -0.404
H 4.44639 1.83982 1.40538 0.341 0.804 -0.090 0.121
H 4.59657 1.56218 -0.30830 -0.003 1.174 -2.191 0.111
O 3.58657 0.25024 0.74839 -9.528 -0.430 1.438 -0.048
C 2.35236 1.06148 1.09595 -0.297 2.995 -1.075 -0.110
O 2.30905 2.38402 1.17737 0.609 -8.520 -0.439 0.039
C 1.10945 -0.05882 1.28934 0.609 4.581 -4.740 -0.346
C -0.12088 0.60466 0.67924 2.691 6.382 -4.133 -0.085
C -0.03607 0.70342 -0.92981 0.178 -4.212 5.978 -0.172
N -0.04604 -0.73506 -1.20538 2.540 0.504 -3.959 -0.051
C 1.32059 -1.39169 -0.74268 -1.174 16.444 -5.295 -0.162
C 1.44221 -1.35064 0.54175 -7.777 0.928 9.579 -0.173
H 2.11093 -1.77381 1.06080 5.993 -3.376 2.881 0.061
H 0.49562 -2.06475 0.94131 1.782 1.513 -0.654 0.229
H 1.41766 -2.14305 -1.17349 1.455 -12.286 -6.783 0.004
H 2.28934 -0.56514 -1.26724 -2.457 -2.286 1.106 0.227
C 0.02671 -0.65763 -2.77543 -4.211 -6.004 1.911 -0.056
C -1.52238 -0.52978 -3.32264 9.299 7.589 0.594 -0.116
C -1.76248 0.86561 -3.78437 6.173 -2.147 -0.098 0.000
C -2.92923 1.03718 -4.26327 -8.927 4.586 -1.078 -0.233
C -4.07523 0.28556 -3.89166 -0.501 -6.606 -0.460 -0.095
C -3.81636 -1.03127 -3.41065 6.038 7.225 0.697 0.104
C -2.48978 -1.22973 -2.95483 -5.096 -8.764 0.592 -0.051
O -2.13837 -2.84226 -2.49052 7.951 12.646 -1.619 -0.108
C -3.15146 -3.51318 -2.33428 -5.528 -5.057 4.921 -0.326
H -3.42486 -3.75637 -3.29911 -2.466 -1.867 -1.796 0.073
H -3.99645 -3.20218 -1.55955 1.113 -0.039 -1.677 0.138
H -2.55981 -4.23515 -1.72177 -1.873 -1.888 -0.412 0.122
H -4.55007 -1.63125 -3.38854 -5.146 -4.664 0.500 0.051
O -5.41073 0.22459 -4.37413 2.977 1.427 0.473 -0.061
C -5.76264 1.39553 -4.98780 -2.287 4.553 -0.974 -0.169
H -5.74645 2.36367 -4.31113 0.582 -1.975 -0.889 0.128
H -5.26696 1.74424 -5.98685 -0.804 -1.358 1.793 0.128
H -6.83817 1.35041 -5.10042 -0.346 -0.420 -0.698 0.076
O -3.47816 2.28353 -4.80289 6.555 0.049 -1.025 -0.196
C -2.22109 3.11205 -5.09767 -10.673 8.758 9.035 -0.052
H -2.82573 4.37162 -5.41528 2.075 -4.190 0.304 0.186
H -1.49421 2.89380 -5.65170 5.490 -2.529 -4.767 -0.039
H -1.89075 3.59405 -3.88955 -0.389 -1.865 -3.809 0.167
H -0.92874 1.66036 -4.06766 -1.604 -2.361 1.139 0.154
H 0.65591 0.10473 -3.08240 1.215 1.294 -0.960 0.073
H 0.30203 -1.74137 -3.01474 0.234 1.721 -0.431 0.133
H -0.83674 1.19353 -1.31954 -2.465 1.153 -1.076 0.084
H 0.83152 1.22402 -1.08947 2.580 1.098 -1.223 0.084
H -0.28776 1.75787 0.82880 0.926 -1.986 1.123 0.163
H -1.01818 0.23083 0.83310 -3.869 -2.578 1.403 0.065
C 0.88670 0.08976 2.64908 -0.535 -10.023 7.218 -0.130
H 0.59434 0.86698 3.17663 -0.663 4.869 1.194 0.072
H -0.03049 -0.61007 3.16384 1.407 1.268 -2.324 0.204
C 1.99444 -0.65215 3.60143 -1.024 9.443 0.271 -0.077
C 1.67683 -0.63307 5.06656 0.306 -2.592 -5.692 -0.355
C 1.85494 0.45444 5.68942 3.450 12.246 7.228 -0.056
C 1.64122 0.72318 7.11805 -2.697 -9.291 -8.030 -0.007
C 0.99405 -0.35845 7.68411 -1.554 2.526 5.600 -0.180
C 0.60434 -1.47282 7.09449 1.684 -6.159 -5.238 -0.040
C 1.18184 -1.70023 5.66036 -2.858 2.872 7.942 0.034
H 0.90827 -2.50282 5.18771 -1.137 -4.687 -2.601 0.051
H 0.20049 -2.50300 7.51694 0.500 2.882 -0.329 0.138
H 0.62264 -0.19232 8.77996 0.841 -0.479 -1.751 0.135
H 1.90651 1.43262 7.66079 2.360 6.690 4.046 0.016
H 2.39359 1.50509 5.36043 -1.296 -3.074 -0.636 0.176
H 2.91621 -0.05401 3.37300 -0.357 -0.217 0.743 0.131
H 2.29709 -1.51406 3.43301 1.831 -8.327 -2.669 0.028
H 5.83222 -0.52599 0.10159 -0.229 0.369 0.620 0.084
H 5.81667 -0.21213 1.83744 -0.449 -0.245 0.962 0.055
H 6.77127 0.84481 0.75341 -2.113 -0.870 0.346 0.117
```
Forces are in eV/Å.

Energy relative to the best compared isomer or geometry (same formula, charge and spin) in kcal/mol: 576.6
Lowest unoccupied orbital energy in eV: 0.6
Multiplicity: 1

# 2
Formula: C26H35NOPtSSe
Source: the Open Molecules 2025 dataset
Level of theory: ωB97M-V/def2-TZVPD

Geometry as XYZ:
```
66
Properties=species:S:1:pos:R:3:forces:R:3:mulliken_spin:R:1
Pt 0.31544 -0.09947 -1.69283 0.305 0.052 -0.010 0.713
C -0.75792 -3.03102 -2.84000 -0.014 -0.048 0.013 0.107
C -0.05243 -2.59658 -3.96059 -0.070 -0.050 -0.051 -0.025
C -0.10278 -1.26814 -4.35536 -0.017 -0.059 0.158 0.118
C -0.86507 -0.33961 -3.61743 -0.158 -0.162 -0.214 -0.068
C -1.67459 -0.80485 -2.54556 -0.140 -0.025 -0.096 0.175
C -1.57761 -2.14976 -2.14560 0.023 0.037 -0.010 -0.094
H -0.71247 -4.06931 -2.53925 -0.026 -0.006 -0.030 0.001
H 0.51128 -3.31242 -4.54506 0.018 0.024 -0.007 0.002
H 0.40626 -0.94051 -5.25178 0.092 0.020 0.056 0.006
H -1.03994 0.64241 -4.03628 0.064 0.045 0.089 -0.005
H -2.48217 -0.18369 -2.17840 0.037 0.025 0.004 0.006
H -2.21282 -2.52112 -1.35208 0.026 0.010 0.027 0.007
C 2.68895 -1.93405 0.16097 -0.392 -0.243 0.277 0.006
N 3.57258 -2.19978 -0.93587 0.221 0.538 0.159 0.720
C 4.95392 -2.46692 -0.64803 0.328 -0.413 0.078 -0.015
C 3.19293 -1.81448 -2.26859 -0.251 0.030 -0.665 0.089
C 3.29346 -0.30033 -2.44992 -0.031 0.112 0.261 -0.056
C 4.50739 0.23172 -2.87836 0.079 0.017 -0.007 0.016
C 4.62865 1.58863 -3.12017 0.201 -0.015 -0.022 0.006
C 3.54409 2.42523 -2.90334 -0.108 -0.002 0.086 0.010
C 2.34421 1.89865 -2.44464 0.310 -0.022 -0.036 -0.054
C 2.19248 0.52979 -2.20536 -0.499 0.095 -0.032 0.349
H 2.80462 -2.70637 0.92363 0.120 0.003 -0.044 0.027
H 1.65705 -1.90089 -0.18812 0.058 0.045 -0.060 0.000
H 2.91285 -0.96184 0.61428 0.070 0.027 -0.135 0.040
H 5.04086 -3.03925 0.27401 -0.062 0.052 0.017 0.013
H 5.51041 -1.53040 -0.52096 -0.145 0.083 -0.054 0.049
H 5.40751 -3.02686 -1.46442 -0.045 0.065 -0.045 0.010
H 2.15702 -2.11087 -2.44800 0.014 -0.059 0.147 -0.033
H 3.85061 -2.31252 -2.97991 0.020 -0.071 0.095 0.004
H 5.35764 -0.41913 -3.05379 -0.011 -0.007 -0.044 0.004
H 5.56315 1.99077 -3.48752 0.004 -0.012 0.009 0.001
H 3.63624 3.48637 -3.09743 -0.014 0.001 -0.012 0.000
H 1.50666 2.56491 -2.27990 -0.030 -0.008 -0.058 0.010
C 2.39303 2.15865 2.35544 -0.279 -0.038 0.008 0.007
S 0.84629 1.86340 1.46600 0.394 0.591 -0.056 0.021
C 0.84963 3.41868 0.54064 -0.013 -0.193 0.239 0.000
O 1.13471 0.76589 0.47687 0.051 -0.331 0.063 -0.014
H 3.16743 2.51060 1.67703 -0.047 -0.051 -0.107 0.001
H 2.69169 1.22490 2.82697 -0.071 -0.018 0.014 0.000
H 2.19277 2.90472 3.12515 0.023 -0.003 -0.004 0.002
H 0.68855 4.22847 1.25310 -0.035 0.015 -0.030 -0.001
H 0.03976 3.38901 -0.18682 -0.026 -0.032 0.039 0.000
H 1.80636 3.54122 0.03766 0.011 -0.064 -0.039 0.001
C -6.02813 0.06263 5.23546 -0.023 -0.001 0.047 -0.002
C -5.01428 0.19140 4.15371 0.048 0.012 -0.037 0.122
C -4.33677 1.39969 3.93804 0.029 0.020 -0.077 0.036
C -3.44674 1.56567 2.90404 -0.028 0.163 0.110 0.081
C -2.73905 2.87822 2.74277 -0.005 -0.097 -0.092 0.053
C -3.21115 0.45706 2.03438 0.028 0.025 -0.226 -0.025
Se -2.17668 0.68896 0.51421 -0.133 0.155 0.458 1.375
C -3.83448 -0.79845 2.27774 -0.074 -0.323 0.079 0.053
C -3.56408 -2.00003 1.41820 -0.062 0.099 -0.024 0.081
C -4.72362 -0.89857 3.31995 0.066 -0.007 -0.086 0.037
H -6.09870 0.96647 5.83504 -0.002 -0.015 0.017 -0.001
H -5.79734 -0.78232 5.88683 0.020 0.000 -0.004 0.015
H -7.00910 -0.14075 4.79854 0.001 0.004 -0.007 0.018
H -4.52729 2.23403 4.60170 -0.029 0.007 -0.018 0.007
H -3.29841 3.67828 3.22261 0.002 -0.001 -0.031 0.004
H -2.60153 3.13991 1.69140 0.013 0.068 0.000 -0.009
H -1.75688 2.82451 3.21427 0.077 0.019 -0.031 0.005
H -2.66940 -1.86329 0.80816 0.024 -0.108 -0.001 -0.022
H -4.41032 -2.19739 0.75716 0.026 0.030 -0.041 0.007
H -3.42455 -2.88450 2.03818 0.041 -0.003 -0.013 0.007
H -5.22018 -1.84542 3.49723 -0.003 -0.001 0.006 0.004
```
Forces are in eV/Å.

Energy relative to the best compared isomer or geometry (same formula, charge and spin) in kcal/mol: 20.3
Lowest unoccupied orbital energy (alpha / beta) in eV: -4.5 / -8.6
Total charge: +2
<S²>: 6.039
Multiplicity: 5

# 3
Formula: C26H36BrIO5
Source: the Open Molecules 2025 dataset
Level of theory: ωB97M-V/def2-TZVPD

Geometry as XYZ:
```
69
Properties=species:S:1:pos:R:3:forces:R:3:lowdin_charge:R:1
O -5.34208 2.43536 0.35461 0.634 -0.253 -0.504 0.132
C -4.17434 2.24185 0.08309 -0.272 0.030 0.030 -0.258
C -3.28333 3.31294 -0.51446 -0.372 -0.610 0.379 -0.091
C -3.68936 4.15371 -1.52283 -0.402 -0.144 -0.006 0.005
C -2.79915 5.09877 -2.00066 -0.964 0.282 -0.763 -0.112
C -1.55115 5.21475 -1.45217 0.865 0.676 -0.161 -0.632
Br -0.36886 6.57649 -2.11243 -0.389 -0.405 0.165 0.801
C -1.11864 4.38362 -0.43661 0.386 0.550 -0.192 -0.045
C -2.00069 3.43025 -0.00179 0.210 -1.058 1.191 -0.090
C -1.60916 2.43677 1.07657 0.320 -0.108 0.133 -0.253
O -0.91473 2.71647 2.03158 -0.224 -0.179 -0.772 0.135
C -2.16095 1.04581 0.83904 0.005 0.583 -0.053 -0.089
C -1.42113 -0.09193 1.06862 1.003 0.321 0.438 -0.081
C -1.96371 -1.33277 0.80974 0.511 -0.382 0.208 -0.680
I -0.79573 -3.06940 1.10907 -0.351 0.397 -0.114 0.932
C -3.26024 -1.42344 0.35978 -0.824 -0.939 -0.376 -0.134
C -4.02019 -0.29466 0.12393 -0.300 0.231 0.057 0.000
C -3.45333 0.93768 0.34802 -0.371 1.209 -0.083 -0.096
H -4.68745 4.03966 -1.93717 0.148 0.178 0.031 0.131
H -3.13308 5.73399 -2.81602 0.284 0.045 0.140 0.111
H -0.11946 4.49863 -0.03045 -0.184 -0.162 0.109 0.125
H -0.40351 0.03609 1.43089 -0.165 -0.203 0.020 0.117
H -3.71980 -2.38950 0.16507 0.229 0.066 0.069 0.104
H -5.04542 -0.34143 -0.23118 0.144 -0.165 0.053 0.130
C 3.13805 8.49032 -1.38317 0.054 0.118 -0.056 -0.080
C 3.19176 7.50996 -2.54292 0.074 0.005 0.144 -0.301
O 3.05787 8.12038 -3.81381 -0.186 -0.063 -0.164 -0.164
C 4.04393 9.07727 -4.15761 0.083 0.060 0.036 -0.282
C 5.45698 8.52063 -4.18290 0.010 -0.096 0.086 -0.081
H 2.20759 9.06059 -1.40727 -0.015 -0.042 0.015 0.078
H 3.19645 7.95607 -0.43391 -0.027 -0.015 -0.019 0.079
H 3.96198 9.20497 -1.41430 0.036 -0.050 0.049 0.066
H 2.35792 6.81323 -2.45489 0.069 0.027 -0.161 0.042
H 4.10607 6.90739 -2.50242 0.041 0.049 0.038 0.108
H 3.97667 9.94571 -3.49279 0.076 -0.013 0.039 0.107
H 3.78246 9.43203 -5.15515 -0.125 -0.081 0.017 0.118
H 5.77391 8.16624 -3.20106 0.030 0.072 0.010 0.065
H 6.16010 9.29155 -4.50122 -0.024 -0.001 -0.017 0.076
H 5.52312 7.67921 -4.87440 -0.006 0.031 -0.023 0.081
C 2.44499 -7.66259 -1.82492 0.044 0.129 -0.046 -0.080
C 0.93404 -7.56843 -1.69301 0.096 -0.090 -0.066 -0.283
O 0.46776 -6.27121 -1.37114 -0.140 0.082 0.223 -0.174
C 0.77303 -5.24548 -2.30042 0.043 0.039 -0.106 -0.288
C 0.20573 -5.48780 -3.68840 0.005 -0.142 -0.022 -0.078
H 2.93016 -7.32932 -0.90605 -0.021 -0.036 0.012 0.081
H 2.74339 -8.69259 -2.02483 -0.021 0.001 0.022 0.076
H 2.82274 -7.04257 -2.63929 -0.007 -0.067 -0.044 0.065
H 0.60850 -8.21612 -0.87809 -0.087 0.122 0.047 0.117
H 0.44013 -7.93771 -2.59857 0.056 0.010 -0.046 0.106
H 1.85576 -5.08181 -2.34080 0.010 -0.033 -0.084 0.108
H 0.33851 -4.33142 -1.89414 -0.031 -0.089 0.144 0.084
H 0.62186 -6.38495 -4.14919 0.052 0.049 -0.038 0.065
H 0.43193 -4.64324 -4.34070 -0.010 0.009 0.027 0.077
H -0.87711 -5.61381 -3.64092 0.005 0.041 0.011 0.082
C 0.11078 -6.36002 4.77668 -0.130 -0.051 0.025 -0.078
C 0.04855 -4.86462 5.04067 0.083 -0.119 0.042 -0.288
O -1.22994 -4.29913 4.82379 -0.054 0.201 -0.168 -0.191
C -2.28682 -4.80649 5.61803 -0.021 -0.082 0.079 -0.281
C -2.07450 -4.62489 7.11116 0.126 -0.004 0.026 -0.080
H -0.20717 -6.58137 3.75628 0.035 0.023 -0.006 0.080
H 1.12937 -6.72587 4.91332 0.000 0.026 -0.016 0.077
H -0.53769 -6.92073 5.45166 0.065 -0.007 0.046 0.065
H 0.72381 -4.35524 4.35139 -0.123 0.107 -0.025 0.109
H 0.40305 -4.63183 6.05098 -0.006 -0.064 0.028 0.107
H -2.47299 -5.85836 5.37345 0.025 -0.031 0.075 0.107
H -3.17913 -4.25705 5.31582 0.088 0.059 -0.112 0.118
H -1.19990 -5.17033 7.46865 -0.049 -0.059 0.016 0.065
H -2.94229 -4.98972 7.66243 -0.007 0.017 -0.022 0.076
H -1.92594 -3.57061 7.34974 -0.038 -0.002 -0.012 0.082
```
Forces are in eV/Å.

Lowest unoccupied orbital energy in eV: -0.7
Multiplicity: 1
Structure (SMILES): O=C1c2ccc(Br)cc2C(=O)c2cc(I)ccc21.CCOCC.CCOCC.CCOCC

Number 1: total energy -39232.7624 eV, molecular weight 441.57 u. Number 2: total energy -110476.0464 eV, molecular weight 683.68 u. Number 3: total energy -115925.0540 eV, molecular weight 635.38 u.